159
Properties=species:S:1:pos:R:3:mulliken_charge:R:1 method="wB97M-V/def2-TZVPD" mol_weight_da=982.42 multiplicity=2 total_energy_ha=-3050.25903 homo_lumo_gap_ev="2.8 / 6.5" total_charge=+7
C -0.42 -1.68 -1.10 0.177
C -1.07 -2.84 -0.29 0.192
O -0.20 -3.60 0.19 -0.240
O -2.28 -2.80 -0.04 -0.642
H -1.14 -1.21 -1.78 0.243
H 0.53 -1.96 -1.55 -0.125
H -0.30 -0.88 -0.38 -0.271
C 1.43 0.18 1.97 -0.627
C 2.22 1.52 2.15 0.183
C 1.44 2.55 2.93 -0.661
N 2.05 3.99 2.88 0.507
C 3.43 3.97 3.64 -0.568
C 3.78 5.43 4.16 -0.904
C 2.57 6.16 4.84 -0.712
C 1.34 6.17 4.05 -0.674
C 0.93 4.76 3.65 -0.568
C 2.29 4.62 1.48 -1.181
H 1.69 -0.51 2.77 0.481
H 1.68 -0.37 1.06 0.207
H 0.37 0.43 1.85 -0.083
H 2.50 1.88 1.16 -0.505
H 3.16 1.29 2.65 0.415
H 1.22 2.17 3.93 0.442
H 0.46 2.65 2.46 0.320
H 3.23 3.45 4.58 0.372
H 4.29 3.49 3.16 0.415
H 4.57 5.33 4.91 0.473
H 4.28 5.93 3.32 0.375
H 2.44 5.65 5.79 0.280
H 2.85 7.17 5.13 0.399
H 0.60 6.68 4.66 0.411
H 1.42 6.87 3.22 0.311
H 0.65 4.13 4.50 0.395
H 0.05 4.76 3.01 0.394
H 3.05 4.03 0.97 0.284
H 2.64 5.65 1.64 0.579
H 1.28 4.59 1.07 0.304
C 1.78 1.14 -1.97 -1.727
N 1.93 2.61 -2.12 0.422
C 3.03 3.21 -1.72 -0.933
C 3.30 4.49 -2.19 -0.746
C 2.42 5.13 -3.06 0.796
C 1.27 4.44 -3.50 -0.705
C 1.01 3.19 -3.01 -0.837
C 2.70 6.48 -3.55 0.789
C 3.12 7.51 -2.63 -0.705
C 3.38 8.77 -3.13 -0.198
N 3.09 9.02 -4.45 -0.038
C 2.77 8.13 -5.38 -0.198
C 2.52 6.80 -4.94 -0.813
C 3.15 10.45 -4.84 -0.986
H 2.36 0.69 -1.16 0.255
H 2.00 0.54 -2.86 0.665
H 0.76 0.87 -1.69 0.553
H 3.72 2.63 -1.13 0.738
H 4.27 4.96 -2.10 0.710
H 0.65 4.89 -4.26 0.535
H 0.24 2.51 -3.34 0.529
H 3.37 7.25 -1.62 0.420
H 3.58 9.68 -2.60 0.379
H 2.50 8.49 -6.37 0.459
H 2.16 6.04 -5.62 0.494
H 3.57 10.46 -5.84 0.414
H 3.77 10.98 -4.12 0.373
H 2.18 10.93 -4.69 0.352
C 1.63 -5.17 5.89 -0.738
N 0.90 -3.98 5.36 0.075
C 0.76 -3.80 4.09 -0.577
C -0.07 -2.78 3.58 -0.413
C -0.65 -1.82 4.38 0.367
C -0.46 -2.03 5.75 -0.717
C 0.32 -3.09 6.18 -0.560
C -1.47 -0.64 3.88 1.052
C -1.48 0.64 4.55 -0.970
C -2.17 1.73 4.04 -0.714
N -2.96 1.59 2.91 0.121
C -3.05 0.36 2.32 -0.506
C -2.36 -0.78 2.80 -0.649
C -3.76 2.67 2.43 -0.655
H 1.37 -6.03 5.27 0.319
H 1.53 -5.30 6.97 0.316
H 2.69 -4.94 5.74 0.393
H 1.27 -4.55 3.51 0.521
H -0.24 -2.67 2.52 0.662
H -1.03 -1.47 6.48 0.630
H 0.34 -3.42 7.21 0.401
H -0.84 0.70 5.42 0.499
H -2.20 2.62 4.65 0.624
H -3.84 0.27 1.58 0.835
H -2.59 -1.71 2.30 0.608
H -4.01 2.51 1.38 0.101
H -3.20 3.56 2.71 0.355
H -4.65 2.79 3.04 0.397
C 1.46 -6.63 0.03 -0.761
N 1.83 -5.45 -0.76 0.348
C 2.60 -4.49 -0.23 -0.405
C 3.29 -3.52 -1.09 -0.801
C 3.03 -3.55 -2.46 0.930
C 2.25 -4.58 -2.90 -0.570
C 1.65 -5.53 -2.06 -0.386
C 3.60 -2.66 -3.44 -0.125
C 4.99 -2.54 -3.51 -0.673
C 5.62 -1.56 -4.27 -0.329
N 4.86 -0.73 -4.97 -0.004
C 3.49 -0.79 -4.97 -0.488
C 2.89 -1.76 -4.20 -0.410
C 5.49 0.32 -5.81 -0.944
H 2.19 -7.43 -0.08 0.372
H 0.52 -7.05 -0.34 0.367
H 1.35 -6.41 1.09 0.163
H 2.65 -4.45 0.85 0.497
H 3.91 -2.75 -0.67 0.608
H 2.08 -4.60 -3.97 0.609
H 0.89 -6.20 -2.43 0.476
H 5.58 -3.20 -2.89 0.579
H 6.68 -1.39 -4.16 0.485
H 2.96 -0.13 -5.64 0.531
H 1.82 -1.87 -4.20 0.626
H 6.46 -0.10 -6.07 0.379
H 5.40 1.18 -5.14 0.386
H 4.93 0.53 -6.72 0.351
C -8.00 -7.81 -0.08 -0.986
C -7.62 -6.58 0.73 -0.677
N -6.25 -6.60 1.25 0.179
C -5.99 -7.14 2.48 -0.428
C -4.65 -6.88 2.75 -0.358
N -4.13 -6.21 1.64 0.190
C -5.14 -6.07 0.69 -0.191
C -2.77 -5.73 1.57 -1.034
H -7.97 -8.63 0.63 0.338
H -7.40 -7.91 -0.99 0.321
H -8.96 -7.69 -0.58 0.373
H -8.27 -6.50 1.60 0.338
H -7.68 -5.65 0.17 0.361
H -6.71 -7.65 3.10 0.454
H -3.94 -7.04 3.55 0.476
H -5.13 -5.55 -0.26 0.496
H -2.17 -6.57 1.91 0.421
H -2.58 -4.93 2.28 0.397
H -2.52 -5.51 0.53 0.301
C -4.43 1.63 -1.41 -0.916
C -5.57 0.83 -2.07 -0.517
N -5.11 -0.31 -2.84 0.289
C -5.92 -0.93 -3.75 -0.401
C -5.26 -2.07 -4.15 -0.342
N -4.03 -2.10 -3.49 0.208
C -4.01 -1.09 -2.55 0.109
C -2.95 -3.02 -3.70 -0.595
H -4.89 2.46 -0.89 0.395
H -3.84 2.13 -2.18 0.392
H -3.79 1.12 -0.68 0.040
H -6.09 1.55 -2.71 0.444
H -6.32 0.56 -1.33 0.341
H -6.94 -0.61 -3.90 0.476
H -5.49 -2.85 -4.86 0.489
H -3.19 -0.78 -1.92 -0.173
H -2.09 -2.38 -3.89 0.275
H -3.20 -3.72 -4.49 0.343
H -2.84 -3.66 -2.82 0.189